Record 1
One molecule with the formula C4H10N4, computed with ωB97M-V/def2-TZVPD.

Results
- highest occupied orbital energy (eV) = -8.7
- energy (eV) = -10265.4205
- frontier orbital gap (Eh) = 0.3189
- ΔE to the lowest compared entry with this formula, charge and spin (kcal per mole) = 125.2

Structure (XYZ):
```
18
Properties=species:S:1:pos:R:3:forces:R:3:mulliken_charge:R:1
C 1.36971 0.01077 -0.17224 -0.096 0.034 -0.308 0.452
C 1.98910 -0.14195 -1.57163 0.393 -3.283 0.995 -1.238
C 0.04445 -1.15500 1.49629 -1.279 1.034 -0.069 -0.809
C -2.52046 0.63216 -0.01624 -0.733 0.951 0.873 -0.860
N 0.87139 1.54976 -0.20956 0.149 1.128 0.027 -0.490
N -0.34746 1.64394 -0.19556 2.213 1.516 -0.190 -0.170
N 0.28464 -0.79001 0.11055 -0.442 0.239 -0.643 -0.460
N -1.11468 0.72596 -0.05483 0.277 -3.887 0.357 0.373
H 2.15005 0.03151 0.58858 -0.197 0.105 0.374 0.360
H 2.79274 -1.02122 -1.59706 -1.623 1.775 0.267 0.240
H 2.51391 0.78108 -1.73024 -0.142 0.366 -1.041 0.387
H 1.14155 -0.53290 -2.18972 0.922 1.118 -0.216 0.323
H 0.41638 -2.14459 1.81582 0.306 0.685 -0.281 0.317
H 0.18020 -0.30252 2.17845 0.923 -0.467 0.248 0.352
H -1.03217 -1.19300 1.49902 -0.602 -0.782 0.409 0.274
H -2.98325 1.32345 -0.69032 -0.194 0.256 -0.858 0.318
H -2.85674 -0.36661 -0.22071 0.121 -0.466 -0.171 0.321
H -2.89933 0.94917 0.95940 0.005 -0.322 0.227 0.309
```
Forces are in eV/Å.


Record 2
A 2-piece molecular cluster, C4H10N4 overall, computed with ωB97M-V/def2-TZVPD.

Results
- SMILES string = [H]/N=C(/N)NC.C=C=N
- highest occupied orbital energy (eV) = -8.6
- energy (eV) = -10269.2250
- frontier orbital gap (Eh) = 0.3465
- ΔE to the lowest compared entry with this formula, charge and spin (kcal per mole) = 37.5

Structure (XYZ):
```
18
Properties=species:S:1:pos:R:3:forces:R:3:mulliken_charge:R:1
H 0.23868 -1.98486 -1.11690 0.007 0.203 0.071 0.214
N 1.12347 -1.96580 -0.62128 -0.037 -0.727 -0.154 -0.776
C 1.39694 -0.85496 -0.06881 -0.304 0.120 -0.219 0.623
N 2.51039 -0.77638 0.73999 0.233 0.265 0.175 -0.466
N 0.66597 0.31104 -0.20171 -0.261 -0.036 -0.127 -0.177
C 0.79468 1.41704 0.72021 0.222 -0.075 0.152 -1.039
H 3.09621 -1.59230 0.64652 -0.033 0.054 -0.027 0.287
H 3.01520 0.09560 0.72248 0.027 -0.035 0.038 0.192
H -0.28100 0.15726 -0.52641 0.398 0.041 0.075 0.000
H -0.01037 2.12195 0.53500 -0.018 0.040 -0.031 0.385
H 1.74160 1.93286 0.55633 -0.016 0.148 0.047 0.333
H 0.75496 1.09792 1.76515 -0.031 0.042 0.045 0.352
C -2.67632 0.49722 0.30430 -0.141 0.575 0.488 -1.021
C -2.51028 -0.19658 -0.77854 -0.202 -0.395 -0.487 0.703
N -2.50738 -0.93986 -1.73442 -0.244 -0.389 -0.199 -0.515
H -3.29536 1.37800 0.30948 -0.055 0.115 -0.147 0.260
H -2.22974 0.19658 1.22958 0.233 -0.202 0.245 0.341
H -1.82765 -0.89476 -2.48091 0.222 0.254 0.054 0.305
```
Forces are in eV/Å.


Question: What is the highest occupied orbital energy in the second record?
Answer: -8.6 eV